Record 1
Computed, not measured: C5H9NO3 in the gas phase in a non-equilibrium geometry, with ωB97M-V/def2-TZVPD.

Positions of all 18 atoms, in Å:
C  0.17  2.00  -1.77
C  -0.13  1.41  -0.63
O  -0.95  2.04  0.33
C  0.76  0.48  0.16
C  0.09  -0.71  0.86
N  0.95  -1.90  0.82
C  -1.24  -1.07  0.18
O  -2.23  -0.40  0.31
O  -1.15  -2.10  -0.64
H  -0.47  2.77  -2.17
H  1.00  1.66  -2.37
H  -1.64  1.39  0.56
H  0.90  1.31  1.01
H  1.59  0.15  -0.47
H  -0.16  -0.43  1.89
H  1.93  -1.65  0.82
H  0.82  -2.47  1.65
H  -0.25  -2.48  -0.54

For the lowest unoccupied orbital energy, the calculation gives 0.020 Ha. Its SMILES is C=C(O)C[C@H](N)C(=O)O. The net charge is 0. The energy above the lowest of the compared OMol25 structures with the same formula, charge and spin comes out at 197.3 kJ/mol. The value obtained for the frontier orbital gap is 9.994 eV.

Results of the Löwdin charge analysis, in e, for atoms 1 through 6: atom 1 (C): 0.085, atom 2 (C): -0.415, atom 3 (O): -0.024, atom 4 (C): -0.087, atom 5 (C): -0.287, atom 6 (N): 0.038


Record 2
Computed, not measured: 2 unconnected molecules or ions with the total composition C5H9NO3 in a non-equilibrium geometry, with ωB97M-V/def2-TZVPD.

Positions of all 18 atoms, in Å:
C  0.44  2.13  -1.13
N  0.80  0.78  -0.72
O  1.84  0.36  -1.59
C  1.21  0.46  0.67
O  2.34  0.08  0.90
H  1.22  2.87  -0.94
H  -0.45  2.42  -0.57
H  0.18  2.14  -2.19
H  2.60  0.25  -0.98
H  0.47  0.84  1.38
C  -1.62  -2.11  1.26
C  -0.64  -1.43  0.35
C  -0.96  -0.31  -0.36
O  -1.82  0.52  -0.46
H  -2.31  -2.80  0.76
H  -2.25  -1.38  1.77
H  -1.12  -2.72  2.01
H  0.05  -2.09  -0.15

For the lowest unoccupied orbital energy, the calculation gives 0.021 Ha. Its SMILES is CN(O)C=O.CC=C=O. The net charge is 0. The energy above the lowest of the compared OMol25 structures with the same formula, charge and spin comes out at 502.6 kJ/mol. The value obtained for the frontier orbital gap is 8.897 eV.

Results of the Löwdin charge analysis, in e, for atoms 1 through 6: atom 1 (C): -0.027, atom 2 (N): -0.221, atom 3 (O): -0.008, atom 4 (C): -0.230, atom 5 (O): 0.066, atom 6 (H): 0.098


Record 3
Computed, not measured: C5H9NO3S in the gas phase in a non-equilibrium geometry, with ωB97M-V/def2-TZVPD.

Positions of all 19 atoms, in Å:
C  1.99  1.66  0.06
S  1.52  -0.04  -0.35
N  0.89  -0.13  -1.75
O  2.67  -0.90  -0.22
C  0.18  -0.49  0.97
C  -0.79  -1.50  0.25
C  -1.91  -0.80  -0.45
O  -3.19  -0.70  0.30
C  -2.55  0.39  0.09
O  -2.53  1.54  0.32
H  1.26  2.04  0.74
H  2.09  2.16  -0.90
H  2.97  1.62  0.55
H  0.42  0.76  -1.77
H  -0.21  0.51  1.33
H  0.73  -1.07  1.71
H  -0.05  -1.88  -0.47
H  -1.25  -2.11  1.04
H  -2.25  -1.06  -1.45

For the lowest unoccupied orbital energy, the calculation gives 0.022 Ha. Its SMILES is C[S@@](=N)(=O)CC[C@H]1OC1=O. The net charge is 0. The energy above the lowest of the compared OMol25 structures with the same formula, charge and spin comes out at 431.8 kJ/mol. The value obtained for the frontier orbital gap is 10.291 eV.

Results of the Löwdin charge analysis, in e, for atoms 1 through 6: atom 1 (C): -0.136, atom 2 (S): 0.648, atom 3 (N): -0.213, atom 4 (O): -0.361, atom 5 (C): -0.187, atom 6 (C): -0.152


Record 4
Computed, not measured: 2 unconnected molecules or ions with the total composition C5H9NO4 in a non-equilibrium geometry, with ωB97M-V/def2-TZVPD.

Positions of all 19 atoms, in Å:
N  -0.17  -2.95  -0.23
C  -0.80  -1.96  0.55
C  -1.93  -2.42  1.52
C  -2.93  -1.48  0.79
O  -3.76  -0.63  1.53
C  -1.77  -0.87  0.00
O  -1.06  0.15  0.76
C  -0.06  -0.77  1.16
O  0.86  -0.57  1.90
H  0.57  -2.56  -0.80
H  0.20  -3.71  0.34
H  -2.16  -3.49  1.44
H  -1.76  -2.16  2.57
H  -3.57  -2.05  0.11
H  -3.22  -0.08  2.10
H  -1.86  -0.58  -1.06
O  1.69  1.12  -0.35
H  2.28  1.64  0.20
H  0.78  1.54  -0.23

For the lowest unoccupied orbital energy, the calculation gives 0.026 Ha. Its SMILES is N[C@]12C[C@@H](O)[C@H]1OC2=O.O. The net charge is 0. The energy above the lowest of the compared OMol25 structures with the same formula, charge and spin comes out at 244.4 kJ/mol. The value obtained for the frontier orbital gap is 10.371 eV.

Results of the Löwdin charge analysis, in e, for atoms 1 through 6: atom 1 (N): 0.114, atom 2 (C): -0.370, atom 3 (C): -0.004, atom 4 (C): -0.310, atom 5 (O): 0.009, atom 6 (C): -0.134


Record 5
Computed, not measured: C5H9NO4 in the gas phase in a non-equilibrium geometry, with ωB97M-V/def2-TZVPD.

Positions of all 19 atoms, in Å:
N  -2.11  1.45  -0.36
C  -1.20  0.17  -0.41
C  0.12  0.36  0.48
C  1.14  -0.54  -0.14
C  2.56  -0.21  0.28
O  2.71  0.75  1.02
O  3.52  -1.06  -0.22
C  -1.88  -1.01  0.19
O  -1.50  -2.00  -0.09
O  -2.85  -0.81  1.13
H  -2.83  1.37  -1.11
H  -1.41  2.29  -0.62
H  -0.79  -0.02  -1.40
H  0.73  1.28  0.20
H  -0.03  0.53  1.54
H  0.96  -0.27  -1.41
H  1.25  -1.81  0.04
H  4.42  -0.64  -0.21
H  -2.81  0.18  1.10

For the lowest unoccupied orbital energy, the calculation gives 0.016 Ha. Its SMILES is N[C@@H](CCC(=O)O)C(=O)O. The net charge is 0. The energy above the lowest of the compared OMol25 structures with the same formula, charge and spin comes out at 327.8 kJ/mol. The value obtained for the frontier orbital gap is 10.724 eV.

Results of the Löwdin charge analysis, in e, for atoms 1 through 6: atom 1 (N): 0.009, atom 2 (C): -0.255, atom 3 (C): -0.147, atom 4 (C): -0.144, atom 5 (C): -0.520, atom 6 (O): 0.076


Record 6
Computed, not measured: 2 unconnected molecules or ions with the total composition C5H9NO5P in a non-equilibrium geometry, with ωB97M-V/def2-TZVPD.

Positions of all 21 atoms, in Å:
C  1.43  -0.28  1.22
C  -1.84  0.18  -0.58
C  0.32  -0.32  1.91
C  -1.45  1.82  -2.63
C  -2.28  1.21  -1.52
N  -0.50  -1.47  2.13
O  2.07  -1.39  0.71
O  -1.57  -0.97  -0.33
O  -0.27  1.05  -2.72
O  -1.71  1.39  -0.12
O  3.70  -0.02  2.21
P  3.08  -0.02  0.71
H  -1.96  1.92  -3.59
H  -1.20  2.78  -2.18
H  -3.25  1.54  -1.57
H  -0.92  -1.49  3.00
H  0.02  -2.38  1.95
H  -1.11  -1.50  1.25
H  0.25  1.34  -3.52
H  -0.25  0.49  2.50
H  4.56  -0.18  2.59

For the lowest unoccupied orbital energy, the calculation gives -0.101 Ha. The net charge is +1. The energy above the lowest of the compared OMol25 structures with the same formula, charge and spin comes out at 0.0 kJ/mol. The value obtained for the frontier orbital gap is 10.756 eV.

Results of the Löwdin charge analysis, in e, for atoms 1 through 6: atom 1 (C): -0.423, atom 2 (C): -0.406, atom 3 (C): -0.133, atom 4 (C): -0.193, atom 5 (C): -0.034, atom 6 (N): 0.179


Record 7
Computed, not measured: a molecular structure, C5H9NOS in a non-equilibrium geometry, with ωB97M-V/def2-TZVPD.

Positions of all 17 atoms, in Å:
C  1.06  -1.09  -1.17
C  1.84  1.07  1.42
C  -0.46  1.30  0.61
C  -1.54  0.68  -0.01
C  -1.81  -0.73  -0.41
H  0.37  -2.14  -1.16
H  2.24  -1.22  -1.44
H  0.53  -0.27  -1.79
H  1.49  1.92  2.06
H  -0.40  2.35  1.04
H  -2.54  1.34  -0.23
H  -2.47  -0.64  -1.50
H  -2.46  -1.57  0.55
H  -0.76  -1.49  -0.84
N  0.76  0.61  0.82
O  0.87  -0.60  0.37
S  3.29  0.47  1.68

For the lowest unoccupied orbital energy, the calculation gives 0.013 Ha. The net charge is 0. The energy above the lowest of the compared OMol25 structures with the same formula, charge and spin comes out at 830.5 kJ/mol. The value obtained for the frontier orbital gap is 8.482 eV.

Results of the Löwdin charge analysis, in e, for atoms 1 through 6: atom 1 (C): 0.013, atom 2 (C): -0.748, atom 3 (C): -0.050, atom 4 (C): -0.216, atom 5 (C): -0.206, atom 6 (H): 0.126


Record 8
Computed, not measured: C5H9NOS in the gas phase in a non-equilibrium geometry, with ωB97M-V/def2-TZVPD.

Positions of all 17 atoms, in Å:
C  2.33  -0.27  -0.62
O  1.24  0.52  -1.01
C  0.07  0.41  -0.32
C  0.30  0.38  1.20
C  -0.76  1.62  -0.77
N  -1.50  2.51  -0.86
S  -0.75  -1.06  -1.02
C  -2.26  -0.93  -0.07
H  2.78  -0.04  0.37
H  3.10  -0.12  -1.37
H  2.04  -1.33  -0.59
H  0.93  1.24  1.45
H  -0.62  0.48  1.76
H  0.79  -0.54  1.46
H  -2.94  -1.64  -0.52
H  -2.64  0.11  -0.06
H  -2.12  -1.34  0.96

For the lowest unoccupied orbital energy, the calculation gives 0.024 Ha. Its SMILES is CO[C@@](C)(C#N)SC. The net charge is 0. The energy above the lowest of the compared OMol25 structures with the same formula, charge and spin comes out at 184.3 kJ/mol. The value obtained for the frontier orbital gap is 9.828 eV.

Results of the Löwdin charge analysis, in e, for atoms 1 through 6: atom 1 (C): -0.103, atom 2 (O): -0.204, atom 3 (C): -0.824, atom 4 (C): -0.044, atom 5 (C): -0.174, atom 6 (N): 0.167


Record 9
Computed, not measured: 2 unconnected molecules or ions with the total composition C5H9NOS in a non-equilibrium geometry, with ωB97M-V/def2-TZVPD.

Positions of all 17 atoms, in Å:
C  1.94  -1.92  0.14
C  1.56  -0.96  -0.97
C  1.07  0.44  -0.45
O  0.44  1.16  -1.16
C  1.54  0.81  0.86
N  1.93  1.13  1.89
H  2.43  -2.83  -0.30
H  1.08  -2.15  0.72
H  2.76  -1.61  0.85
H  0.83  -1.53  -1.74
H  2.38  -0.73  -1.56
C  -3.09  1.60  0.78
S  -3.43  0.33  -0.51
H  -4.02  1.85  1.28
H  -2.84  2.41  0.08
H  -2.21  1.15  1.30
H  -2.36  0.85  -1.21

For the lowest unoccupied orbital energy, the calculation gives -0.022 Ha. Its SMILES is CCC(=O)C#N.CS. The net charge is 0. The energy above the lowest of the compared OMol25 structures with the same formula, charge and spin comes out at 249.4 kJ/mol. The value obtained for the frontier orbital gap is 8.329 eV.

Results of the Löwdin charge analysis, in e, for atoms 1 through 6: atom 1 (C): -0.134, atom 2 (C): -0.166, atom 3 (C): -0.391, atom 4 (O): 0.115, atom 5 (C): -0.129, atom 6 (N): 0.205


For reference, highest occupied orbital energy by record: -9.46, -8.32, -9.70, -9.66, -10.30, -13.50, -8.12, -9.17, -8.92 eV.
For reference, energy by record: -476.369028, -476.252727, -874.443173, -551.596698, -551.564928, -967.888965, -723.803473, -724.049608, -724.024797 hartree.